Entry 1:
13
Properties=species:S:1:pos:R:3:lowdin_charge:R:1 method="wB97M-V/def2-TZVPD" energy_ev=-16583.0529 lumo_energy_ev=0.7517 gap_ev=9.086 multiplicity=1 homo_ev=-8.33 mol_weight_g_mol=101.2 charge=0 e_above_lowest_kj_mol=374.2
C 1.56 0.65 -0.58 -0.595
C -1.26 -0.75 -0.20 -0.282
C -2.45 -0.19 0.01 0.018
C 0.65 1.14 0.20 -0.119
N -0.47 -1.67 -0.17 0.153
S 2.66 -0.60 -0.06 0.789
H 1.81 1.19 -1.41 0.033
H -2.47 0.61 0.63 0.019
H 2.25 -0.65 1.16 -0.144
H -3.28 -0.46 -0.45 -0.001
H 0.19 2.07 0.39 0.055
H 0.37 0.46 1.06 0.063
H 0.44 -1.79 -0.58 0.013

Entry 2:
13
Properties=species:S:1:pos:R:3:lowdin_charge:R:1 method="wB97M-V/def2-TZVPD" energy_ev=-16582.4437 lumo_energy_ev=0.9397 gap_ev=9.536 multiplicity=1 homo_ev=-8.60 mol_weight_g_mol=101.2 charge=0 e_above_lowest_kj_mol=433.0
C -0.64 -0.99 1.01 -0.346
C 0.65 1.37 0.31 -0.462
C -0.08 0.56 -0.80 -0.301
C 0.15 -0.90 -0.30 -0.334
H -0.36 -1.74 1.59 0.001
H -1.72 -1.29 0.77 0.110
H 1.74 1.23 0.56 0.087
H 0.47 2.39 0.18 0.038
H -1.08 0.82 -0.91 0.109
H -0.47 -0.62 -2.32 0.076
H 1.24 -1.04 -0.13 0.132
N 0.29 -0.53 -1.70 0.064
S -0.18 0.73 1.75 0.825